[1]
{
  "formula": "C14H19N3PdSSi",
  "method": "the ωB97M-V functional and the def2-TZVPD basis",
  "charge": 2,
  "multiplicity": 1,
  "e_above_lowest_kcal_mol": 0.0,
  "e_lumo_ev": [-10.8, -11.0],
  "homo_energy_ev": [-14.47, -14.32],
  "total_energy_ha": -1524.1250,
  "species": ["Pd", "S", "C", "C", "C", "C", "C", "N", "H", "H", "H", "H", "C", "C", "C", "C", "C", "C", "N", "N", "Si", "C", "C", "C", "H", "H", "H", "H", "H", "H", "H", "H", "H", "H", "H", "H", "H", "H", "H"],
  "xyz": [[-1.0582, -0.4368, 0.5449], [-1.0116, -0.8778, -1.6688], [-0.9712, -2.5257, -1.0652], [-0.9195, -3.7359, -1.7282], [-1.0051, -4.8778, -0.9518], [-1.1497, -4.7814, 0.4344], [-1.1800, -3.5399, 1.0192], [-1.0660, -2.4341, 0.2643], [-0.8359, -3.7749, -2.8048], [-0.9761, -5.8512, -1.4231], [-1.2407, -5.6649, 1.0488], [-1.2961, -3.4086, 2.0851], [0.0833, -1.3228, 4.2712], [0.0299, 0.0501, 3.7085], [0.4857, 1.1729, 4.5014], [0.4420, 2.4689, 4.0322], [-0.0489, 2.6931, 2.7584], [-0.4591, 1.5663, 1.9931], [-0.4044, 0.2720, 2.5056], [-0.9166, 1.5603, 0.7638], [-1.5165, 3.0469, -0.2393], [-2.7435, 3.8146, 0.9264], [-2.3170, 2.3762, -1.7526], [0.0068, 4.0421, -0.5941], [-0.5244, -1.3808, 5.1771], [1.1087, -1.5697, 4.5557], [-0.2715, -2.0497, 3.5487], [0.8773, 0.9672, 5.4915], [0.7855, 3.2902, 4.6467], [-0.1084, 3.6871, 2.3366], [-3.5327, 3.1101, 1.1943], [-3.2186, 4.6445, 0.3957], [-2.3093, 4.2208, 1.8406], [-3.2709, 1.8927, -1.5389], [-1.6902, 1.6850, -2.3140], [-2.5183, 3.2222, -2.4167], [0.5712, 4.3510, 0.2862], [-0.3073, 4.9512, -1.1141], [0.6810, 3.5020, -1.2608]],
  "forces_ev_per_a": [[0.391, -0.095, -0.185], [-0.140, 0.089, -0.143], [-0.088, 0.021, -0.064], [-0.007, 0.042, -0.006], [-0.016, -0.051, 0.122], [0.010, -0.172, -0.138], [0.099, 0.273, -0.021], [-0.117, -0.207, 0.088], [0.004, 0.007, -0.002], [0.002, -0.004, 0.008], [0.003, -0.007, -0.008], [-0.013, 0.007, 0.001], [0.010, 0.014, 0.017], [-0.055, 0.036, -0.134], [0.020, 0.111, 0.007], [0.061, -0.024, 0.173], [-0.058, -0.049, -0.131], [0.039, 0.033, 0.117], [-0.039, 0.058, 0.261], [-0.244, -0.070, 0.168], [0.043, 0.058, -0.244], [0.032, -0.031, 0.069], [0.002, -0.021, 0.003], [0.064, -0.038, 0.064], [0.001, 0.002, 0.001], [0.001, 0.008, 0.007], [-0.001, -0.004, -0.012], [-0.006, 0.010, 0.002], [0.001, -0.007, 0.003], [0.003, -0.009, -0.003], [-0.002, 0.004, 0.002], [-0.002, -0.008, -0.019], [-0.002, 0.013, -0.009], [0.012, -0.032, 0.002], [0.047, 0.027, -0.002], [-0.034, 0.011, 0.022], [-0.006, 0.019, -0.010], [-0.010, -0.006, -0.008], [-0.004, -0.006, 0.001]],
  "mulliken_charge": [0.5091, -0.3418, 0.7402, -0.6706, -0.0631, -0.8556, -0.0738, -0.1948, 0.4190, 0.4283, 0.4027, 0.4925, -1.0030, 0.4992, -0.2201, -0.9049, 0.1117, 0.6737, -0.2508, -0.0928, 0.0145, -0.9317, -0.9963, -0.9201, 0.4081, 0.4076, -0.0693, 0.4571, 0.5015, 0.3825, 0.3596, 0.3809, 0.3692, 0.3242, 0.2709, 0.3527, 0.3706, 0.3708, 0.3422]
}

=====

[2]
{
  "formula": "C4H6N4O2",
  "method": "the ωB97M-V functional and the def2-TZVPD basis",
  "charge": 0,
  "multiplicity": 1,
  "e_above_lowest_kcal_mol": 230.0,
  "e_lumo_ev": [-2.7, -3.3],
  "homo_energy_ev": [-9.93, -9.66],
  "total_energy_ha": -525.2424,
  "species": ["C", "C", "C", "C", "N", "N", "N", "N", "O", "O", "H", "H", "H", "H", "H", "H"],
  "xyz": [[2.6344, -1.0229, 0.6494], [2.6543, -0.2248, -0.5312], [-1.5556, 1.4099, -0.5936], [-1.6226, 0.3750, 0.5172], [1.4001, -0.9883, 1.0333], [1.4423, 0.3830, -0.6526], [0.7569, -0.2194, 0.2552], [-2.0870, -0.8539, 0.2166], [-2.1530, -1.6438, 1.1741], [-2.4604, -1.1415, -0.8797], [3.4381, -1.7125, 0.9172], [3.4947, 0.0867, -1.1240], [-2.4283, 1.3137, -1.3548], [-1.5393, 2.4262, -0.1195], [-0.5395, 1.2193, -1.0161], [-1.4351, 0.5934, 1.5084]],
  "forces_ev_per_a": [[1.940, 0.189, -3.355], [0.270, 1.092, 0.780], [-1.022, -0.035, 0.726], [2.968, 3.661, -3.202], [-2.513, -1.106, 2.562], [0.692, -0.731, -0.512], [-1.555, 0.370, 0.635], [-1.221, -4.001, 1.937], [0.234, 0.492, -0.035], [-0.271, 0.106, -2.032], [-0.660, 0.367, 0.591], [-0.023, -0.044, -0.259], [1.790, 0.011, 1.300], [-0.045, -0.893, -0.536], [-0.722, 0.370, -0.486], [0.138, 0.152, 1.888]],
  "mulliken_charge": [-0.1252, -0.3035, -0.7512, -0.0238, -0.8944, -0.8181, 0.9428, 0.9967, -0.5292, -0.5694, 0.3367, 0.3719, 0.3256, 0.2936, 0.2864, 0.4611]
}

=====

[3]
{
  "formula": "C41H82F3O17PS6",
  "method": "the ωB97M-V functional and the def2-TZVPD basis",
  "charge": 0,
  "multiplicity": 1,
  "smiles": "CCOCCCCC[PH](CCOC(C)=O)(COCC)C[C@@H](O)C(F)(F)F.O=S1(=O)CCCC1.O=S1(=O)CCCC1.O=S1(=O)CCCC1.O=S1(=O)CCCC1.O=S1(=O)CCCC1.O=S1(=O)CCCC1",
  "e_lumo_ev": 0.4,
  "homo_energy_ev": -7.93,
  "total_energy_ha": -5920.2529,
  "species": ["C", "C", "O", "C", "C", "C", "C", "C", "P", "C", "C", "O", "C", "C", "O", "C", "O", "C", "C", "C", "C", "O", "C", "F", "F", "F", "H", "H", "H", "H", "H", "H", "H", "H", "H", "H", "H", "H", "H", "H", "H", "H", "H", "H", "H", "H", "H", "H", "H", "H", "H", "H", "H", "H", "H", "H", "H", "H", "H", "H", "O", "S", "O", "C", "C", "C", "C", "H", "H", "H", "H", "H", "H", "H", "H", "O", "S", "O", "C", "C", "C", "C", "H", "H", "H", "H", "H", "H", "H", "H", "O", "S", "O", "C", "C", "C", "C", "H", "H", "H", "H", "H", "H", "H", "H", "O", "S", "O", "C", "C", "C", "C", "H", "H", "H", "H", "H", "H", "H", "H", "O", "S", "O", "C", "C", "C", "C", "H", "H", "H", "H", "H", "H", "H", "H", "O", "S", "O", "C", "C", "C", "C", "H", "H", "H", "H", "H", "H", "H", "H"],
  "xyz": [[4.2965, 1.9084, -1.2105], [5.2475, 1.0770, -0.1996], [5.6690, -0.2050, -0.7486], [4.6150, -1.1785, -0.5908], [5.1021, -2.7026, -0.8806], [4.1966, -3.6362, 0.0568], [3.0921, -4.5137, -0.7058], [2.4117, -3.8134, -1.9790], [0.4810, -3.8132, -1.8891], [-0.3722, -5.2218, -0.9611], [-1.9665, -5.0649, -0.7771], [-2.3847, -3.8187, -0.1662], [-3.4522, -3.2273, -0.9313], [-3.2963, -1.7570, -1.5736], [-4.5471, -3.8362, -1.0806], [0.4921, -2.6057, -0.4272], [0.3190, -3.1589, 0.8923], [1.1301, -2.5139, 1.9000], [0.2907, -2.1990, 3.2644], [0.5038, -4.8661, -3.4900], [-0.9702, -5.0543, -4.1687], [-0.9338, -4.4657, -5.5164], [-1.3700, -6.5863, -4.3862], [-2.4192, -6.5931, -5.3699], [-0.3110, -7.3261, -4.9964], [-1.9104, -7.2251, -3.2539], [4.3343, 1.4009, -2.2309], [3.2000, 1.8919, -0.8522], [4.6107, 3.0105, -1.2272], [4.6547, 0.9710, 0.7748], [6.1471, 1.7492, 0.0652], [3.6994, -0.8974, -1.2402], [4.2448, -1.0772, 0.5024], [5.0066, -2.9191, -2.0015], [6.1977, -2.7313, -0.5549], [3.6931, -3.0849, 0.9223], [4.9193, -4.3892, 0.5559], [2.2392, -4.7217, 0.0477], [3.5406, -5.5496, -0.9471], [2.7917, -4.3868, -2.9066], [2.6975, -2.7236, -2.1489], [-0.2281, -2.7946, -2.6609], [0.1606, -5.5634, 0.0042], [-0.2700, -6.1470, -1.6500], [-2.5646, -5.2468, -1.7279], [-2.2747, -5.9089, -0.0492], [-4.1528, -1.5019, -2.2859], [-2.2728, -1.7070, -2.0953], [-3.2428, -0.9997, -0.7017], [-0.3802, -1.8569, -0.5940], [1.4467, -1.9540, -0.5113], [1.5922, -1.5202, 1.5897], [1.9223, -3.2921, 2.2267], [0.8916, -1.3588, 3.7810], [0.2908, -3.1388, 3.9063], [-0.7418, -1.8284, 2.9637], [1.1095, -4.2938, -4.2951], [1.0573, -5.8754, -3.3830], [-1.7449, -4.4403, -3.5955], [-0.7193, -3.5192, -5.3172], [-2.0809, 0.6262, -6.1847], [-2.8131, -0.5940, -5.9323], [-2.7682, -1.2696, -4.6524], [-4.5182, -0.3367, -6.3896], [-4.5726, -0.7102, -7.8643], [-3.7384, -1.9853, -8.0011], [-2.4349, -1.7657, -7.2313], [-4.8028, 0.6974, -6.1974], [-5.1303, -1.0129, -5.7905], [-5.5995, -0.8595, -8.2014], [-4.1295, 0.0877, -8.4698], [-4.2861, -2.8271, -7.5655], [-3.5415, -2.2292, -9.0473], [-2.0686, -2.6925, -6.7877], [-1.6636, -1.3274, -7.8670], [8.6812, 2.0535, 2.5090], [7.7830, 0.9617, 2.8081], [6.3467, 1.0941, 2.7088], [8.2957, -0.4658, 1.8692], [9.3076, -1.1639, 2.7688], [8.7103, -1.1213, 4.1771], [8.2035, 0.3022, 4.4179], [8.7145, -0.1517, 0.9136], [7.4155, -1.0918, 1.7065], [9.4974, -2.1875, 2.4397], [10.2587, -0.6217, 2.7546], [7.8743, -1.8255, 4.2394], [9.4408, -1.4127, 4.9351], [7.3186, 0.3123, 5.0550], [8.9800, 0.9358, 4.8499], [-9.5027, -1.1116, -5.0717], [-8.6152, -0.2235, -5.7838], [-7.4175, -0.6960, -6.4439], [-9.5785, 0.7264, -6.9471], [-10.0272, 1.9477, -6.1555], [-8.8040, 2.3943, -5.3519], [-8.1959, 1.1456, -4.7100], [-10.4084, 0.1267, -7.3196], [-8.9204, 1.0115, -7.7710], [-10.3917, 2.7397, -6.8127], [-10.8381, 1.6745, -5.4726], [-8.0742, 2.8550, -6.0255], [-9.0665, 3.1376, -4.5960], [-7.1111, 1.2222, -4.6288], [-8.6292, 0.9490, -3.7280], [2.4614, 1.7736, 1.8758], [2.0371, 3.1536, 1.7927], [1.1982, 3.6392, 0.7180], [1.3031, 3.6134, 3.3500], [2.4738, 4.1134, 4.1860], [3.3169, 4.9771, 3.2445], [3.4802, 4.2029, 1.9344], [0.7964, 2.7552, 3.7897], [0.5866, 4.4152, 3.1570], [2.1326, 4.6765, 5.0575], [3.0691, 3.2663, 4.5420], [2.7963, 5.9213, 3.0520], [4.2879, 5.2217, 3.6812], [3.5269, 4.8716, 1.0741], [4.3639, 3.5617, 1.9555], [1.8647, 5.0131, 7.0882], [0.6025, 5.6073, 7.4677], [-0.6658, 5.0448, 7.0638], [0.5947, 5.8379, 9.2368], [1.2078, 7.2174, 9.4394], [0.5838, 8.1111, 8.3655], [0.6399, 7.3454, 7.0420], [1.1608, 5.0410, 9.7181], [-0.4448, 5.8162, 9.5713], [1.0162, 7.5975, 10.4447], [2.2922, 7.1703, 9.2962], [-0.4587, 8.3200, 8.6263], [1.1002, 9.0703, 8.2877], [-0.2133, 7.5795, 6.4046], [1.5698, 7.5416, 6.5053], [-2.8103, -0.2051, 4.6469], [-2.4085, 0.8652, 3.7644], [-1.1014, 1.4772, 3.8404], [-2.7084, 0.3538, 2.0812], [-4.1443, 0.7822, 1.8080], [-4.2819, 2.1818, 2.4112], [-3.6614, 2.1422, 3.8094], [-2.5547, -0.7211, 1.9859], [-2.0077, 0.8927, 1.4390], [-4.3676, 0.7776, 0.7390], [-4.8404, 0.0968, 2.3023], [-3.7409, 2.9015, 1.7883], [-5.3250, 2.5034, 2.4522], [-3.1980, 3.0938, 4.0715], [-4.3975, 1.8662, 4.5662]],
  "forces_ev_per_a": [[-0.325, -0.403, 0.544], [-0.762, 1.529, 0.116], [-0.895, 0.387, 0.652], [-0.611, -0.155, 0.449], [-0.568, 1.768, 0.838], [0.648, -1.300, -0.038], [-0.577, 0.138, 0.904], [0.893, -0.685, -0.609], [1.484, -1.041, -0.257], [-0.770, -1.635, -0.158], [0.137, -1.923, 0.954], [-1.190, 1.367, -2.443], [-3.482, -1.029, -0.354], [1.212, -0.496, 1.129], [4.393, 1.959, 0.565], [-0.602, 2.214, 0.581], [1.129, 1.065, -0.203], [-0.068, -0.405, 2.063], [1.148, 0.121, -1.193], [-0.485, -0.837, -2.157], [1.424, 0.205, -0.106], [0.066, 0.470, 1.526], [-1.391, 0.239, -2.048], [2.108, -0.399, 2.248], [-2.518, 1.403, 2.080], [1.768, 1.093, -2.388], [0.087, 1.011, 1.175], [1.686, -0.064, -0.554], [-0.354, -1.645, -0.294], [0.973, -0.263, -1.256], [-1.054, -1.539, -0.664], [1.321, -0.441, 0.746], [0.549, -0.419, -1.563], [0.211, 0.096, 1.703], [-1.490, -0.132, -0.569], [0.832, -0.418, -1.444], [-1.203, 1.110, -0.645], [1.476, 0.258, -0.975], [-0.789, 1.743, -0.031], [-0.807, 1.032, 1.380], [-0.171, -1.375, 0.513], [0.108, -0.274, 0.349], [-1.019, 1.165, -1.318], [-0.248, 1.495, 1.116], [1.049, 0.290, 1.134], [0.405, 1.264, -1.192], [1.320, -0.697, 1.179], [-1.673, 0.007, 0.612], [-0.149, -1.165, -1.343], [1.166, -1.069, 0.092], [-1.318, -1.037, 0.297], [-0.515, -1.435, -0.078], [-0.801, 1.456, -0.673], [-1.190, -1.343, -0.577], [-0.411, 1.389, -0.757], [1.289, -0.593, 0.711], [-0.961, -0.787, 1.215], [-0.960, 1.486, -0.041], [0.668, -1.405, -0.497], [-0.217, -1.114, -0.381], [0.062, -0.198, 0.353], [-0.311, 0.027, -0.253], [0.361, 0.248, 0.027], [-0.306, -0.005, -0.082], [-0.004, 0.054, -0.220], [-0.167, -0.154, -0.071], [0.214, -0.418, -0.347], [0.152, -0.057, 0.114], [0.096, 0.075, -0.052], [0.086, 0.036, 0.126], [-0.027, -0.019, 0.069], [0.049, 0.085, -0.025], [0.015, 0.000, 0.114], [-0.006, 0.147, 0.014], [-0.044, 0.082, 0.163], [-0.349, 0.009, 0.037], [-0.242, -0.170, -0.185], [0.372, 0.386, 0.101], [0.223, -0.398, -0.205], [0.156, 0.005, 0.045], [0.010, -0.229, 0.075], [0.125, -0.217, 0.567], [-0.182, 0.127, 0.053], [0.001, 0.152, -0.035], [-0.008, 0.097, 0.007], [-0.067, -0.047, -0.045], [0.065, 0.068, -0.019], [-0.090, 0.035, -0.048], [0.042, 0.186, -0.143], [-0.099, 0.043, -0.136], [0.365, 0.009, -0.206], [-0.104, -0.074, -0.091], [-0.353, -0.211, 0.207], [-0.287, 0.281, -0.279], [-0.122, 0.070, 0.104], [0.033, 0.229, -0.062], [0.188, 0.452, 0.345], [0.164, -0.124, 0.062], [-0.008, -0.087, 0.073], [0.014, -0.086, 0.052], [0.038, -0.001, -0.094], [-0.065, -0.042, 0.050], [0.057, -0.076, -0.064], [-0.097, -0.203, 0.027], [0.028, -0.136, -0.131], [-0.162, 0.056, -0.354], [-0.316, 0.227, 0.270], [0.153, -0.435, -0.094], [-0.024, 0.001, 0.493], [0.071, 0.120, 0.031], [0.033, 0.106, 0.109], [0.546, 0.365, -0.043], [-0.036, 0.022, -0.227], [0.028, -0.097, -0.079], [0.137, -0.269, -0.283], [-0.083, 0.046, 0.003], [0.021, -0.071, -0.001], [-0.068, -0.019, -0.079], [-0.061, -0.238, -0.052], [-0.134, -0.069, -0.026], [-0.351, 0.038, 0.169], [-0.391, -0.120, 0.189], [0.474, -0.087, -0.147], [0.092, 0.103, 0.482], [0.146, 0.089, 0.028], [-0.087, 0.189, 0.124], [0.016, 0.579, -0.175], [-0.082, -0.063, -0.182], [0.061, -0.059, -0.104], [0.032, -0.051, -0.081], [-0.080, -0.033, 0.047], [0.089, -0.031, -0.023], [-0.068, -0.088, -0.018], [0.120, -0.205, -0.037], [-0.064, -0.148, 0.029], [0.278, 0.240, -0.037], [0.189, -0.063, -0.099], [-0.188, -0.303, 0.268], [-0.139, -0.140, -0.467], [-0.168, -0.055, 0.023], [-0.070, 0.143, -0.186], [-0.403, 0.475, 0.016], [0.105, 0.062, 0.143], [0.028, -0.035, 0.110], [0.015, -0.017, 0.088], [0.075, 0.005, -0.068], [-0.029, -0.074, 0.052], [0.103, -0.011, 0.015], [0.070, -0.198, 0.126], [0.169, -0.077, -0.012]],
  "mulliken_charge": [-1.0658, 0.2305, -0.4578, -0.2057, -0.5940, -0.4381, -0.2897, -0.7584, 1.3355, -0.9647, -0.5853, -0.2458, 0.7080, 0.0962, -0.5907, -0.3474, -0.1059, -0.0819, -0.8557, -1.7940, 0.5533, -0.7359, 0.6029, -0.2772, -0.2602, -0.2180, 0.3513, 0.1411, 0.2865, 0.1401, 0.1995, 0.0763, 0.2824, 0.2738, 0.2994, 0.0255, 0.4139, -0.0575, 0.3753, 0.4754, 0.2506, -0.3593, 0.5833, 0.5562, 0.3080, 0.2454, 0.2758, -0.0541, -0.2904, 0.1501, 0.0765, 0.1837, 0.1083, 0.3361, 0.3372, -0.0119, 0.5111, 0.4799, 0.0103, 0.3667, -0.7139, 1.1050, -0.5362, -0.5252, -0.6806, -0.8631, -0.0830, 0.3306, 0.3063, 0.3551, 0.3282, 0.3066, 0.4086, -0.1330, 0.3900, -0.7140, 1.0615, -0.5255, -0.4164, -0.7336, -0.6339, -0.6560, 0.5045, 0.1081, 0.3399, 0.3286, 0.2996, 0.3294, 0.3189, 0.3521, -0.6703, 1.0386, -0.5436, -0.6940, -0.5879, -0.6405, -0.5016, 0.3886, 0.3457, 0.3431, 0.2997, 0.2913, 0.3238, 0.2376, 0.3678, -0.4380, 1.1759, -0.7462, -0.3647, 0.0803, -0.8399, -0.3753, 0.2219, 0.2926, -0.2650, 0.3043, 0.2610, 0.4040, 0.4484, 0.0009, -0.7094, 1.1906, -0.7090, -0.7359, -0.5556, -0.6401, -0.6419, 0.3933, 0.3403, 0.3453, 0.2861, 0.2955, 0.3211, 0.3953, 0.3468, -0.7021, 1.1594, -0.5670, -0.4340, -0.6896, -0.7166, -0.6941, 0.2075, 0.3735, 0.3369, 0.3358, 0.3155, 0.3669, 0.3265, 0.3411]
}